C56H144N10O18 | ωB97M-V with the def2-TZVPD basis set

Atoms and positions in Å:
C1 0.28458 1.58306 7.68548
O1 -0.16568 0.64080 6.75616
C2 -0.92816 -0.42324 7.39045
C3 -1.47942 -1.37509 6.34982
N1 -0.33756 -2.06121 5.79202
C4 -0.66475 -2.91261 4.62748
C5 0.63308 -3.63392 4.06418
O2 0.40574 -4.93052 3.44250
C6 1.23707 -5.17242 2.35296
H1 1.05205 1.15286 8.32890
H2 -0.46815 2.02729 8.33675
H3 0.80646 2.39728 7.18270
H4 -1.74503 0.01686 7.96240
H5 -0.30797 -0.82271 8.19288
H6 -1.98123 -0.73445 5.62466
H7 -2.14117 -2.06921 6.86788
H8 0.42355 -1.46004 5.51025
H9 -1.16368 -2.47318 3.76373
H10 -1.33334 -3.64107 5.08622
H11 1.38299 -3.84187 4.82739
H12 1.18585 -2.95177 3.41825
H13 0.97707 -4.40342 1.62554
H14 0.85658 -6.06946 1.86445
H15 2.29407 -5.28450 2.59439
C7 -6.46581 -4.58152 -0.27510
O3 -5.51025 -3.91663 0.56321
C8 -5.43802 -2.51250 0.40678
C9 -4.71615 -2.08366 -0.78851
N2 -4.83363 -0.66765 -0.94772
C10 -4.11569 -0.03819 -2.04704
C11 -4.77628 0.04805 -3.50042
O4 -5.75894 1.09164 -3.64060
C12 -6.11144 1.33953 -4.96931
H16 -7.28598 -3.88187 -0.43607
H17 -6.73135 -5.46198 0.31004
H18 -6.00133 -4.71398 -1.25225
H19 -5.04580 -2.09244 1.33296
H20 -6.44138 -2.09489 0.32332
H21 -5.03965 -2.65714 -1.65717
H22 -3.65667 -2.29489 -0.64358
H23 -5.79898 -0.46816 -1.16774
H24 -3.20223 -0.61468 -2.19321
H25 -3.98507 0.97283 -1.66121
H26 -5.31791 -0.89394 -3.58640
H27 -3.91682 0.22059 -4.14822
H28 -6.80172 2.18275 -4.99402
H29 -6.75084 0.56070 -5.38487
H30 -5.33917 1.50160 -5.72126
C13 -5.00147 2.49521 2.55061
O5 -4.82240 1.95519 3.84945
C14 -5.57166 0.76691 3.99555
C15 -5.49356 0.29254 5.43200
N3 -5.84683 -1.14536 5.59834
C16 -5.90656 -1.53304 7.01544
C17 -5.69793 -3.06184 7.03872
O6 -6.74611 -3.62836 6.17493
C18 -6.47803 -4.97234 5.71575
H31 -4.19802 3.16628 2.24692
H32 -5.91634 3.08705 2.52141
H33 -5.13330 1.67433 1.84573
H34 -5.24075 -0.06210 3.36997
H35 -6.62957 0.70885 3.73951
H36 -6.19089 1.01032 5.86401
H37 -4.49139 0.54213 5.78050
H38 -6.74377 -1.36655 5.19009
H39 -6.82977 -1.16189 7.46044
H40 -5.11810 -0.93678 7.47469
H41 -5.86397 -3.37215 8.07034
H42 -4.66833 -3.38638 6.88808
H43 -5.44926 -5.25118 5.48775
H44 -7.01437 -5.00014 4.76724
H45 -6.94427 -5.65928 6.42203
C19 7.94594 -3.30444 -2.14844
O7 7.28858 -3.23562 -3.46417
C20 6.04428 -3.92410 -3.43913
C21 5.40796 -3.52559 -4.78154
N4 4.44847 -4.55845 -5.23634
C22 5.19690 -5.53636 -5.95652
C23 4.24578 -6.59893 -6.43249
O8 2.82332 -6.23880 -6.53653
C24 2.57821 -5.32503 -7.61156
H46 8.98305 -2.96961 -2.16804
H47 7.95725 -4.33716 -1.79994
H48 7.43604 -2.79653 -1.32982
H49 5.37863 -3.47969 -2.69920
H50 6.06721 -5.01170 -3.37054
H51 6.15702 -3.42842 -5.56740
H52 4.89037 -2.58288 -4.60407
H53 4.15682 -5.01371 -4.38324
H54 6.04865 -5.95724 -5.42221
H55 5.75766 -5.11775 -6.79224
H56 4.30022 -7.36367 -5.65770
H57 4.46762 -7.10619 -7.37142
H58 1.53262 -5.03066 -7.70201
H59 2.88572 -5.73420 -8.57391
H60 3.10478 -4.41477 -7.32480
C25 3.13841 -0.77134 -2.35637
O9 2.07797 -1.31320 -1.56789
C26 1.00834 -0.41758 -1.31263
C27 0.18629 -1.13591 -0.19350
N5 -1.03019 -0.42243 0.16818
C28 -1.50436 -0.67044 1.46958
C29 -2.21448 0.62468 2.04459
O10 -1.26013 1.72720 2.25250
C30 -0.74418 1.62441 3.59266
H61 2.80508 -0.30284 -3.28239
H62 3.84752 -1.58766 -2.49381
H63 3.79633 -0.13177 -1.76799
H64 0.54196 -0.24799 -2.28310
H65 1.36148 0.53813 -0.92531
H66 0.90753 -1.16003 0.62340
H67 -0.08681 -2.12000 -0.57438
H68 -0.97501 0.58576 0.14366
H69 -0.81733 -1.15047 2.16647
H70 -2.25425 -1.44579 1.31278
H71 -2.76720 0.41672 2.96075
H72 -2.90856 1.11805 1.36420
H73 -0.50591 0.62826 3.96550
H74 -1.54324 1.90822 4.27753
H75 0.12062 2.23450 3.85343
C31 -4.43143 11.29653 0.99672
O11 -4.84872 9.99632 1.36451
C32 -6.11837 9.64109 0.83141
C33 -6.05512 8.76205 -0.46911
N6 -5.74798 7.35729 -0.41197
C34 -4.41191 7.20999 -0.05136
C35 -4.04913 5.72495 -0.00375
O12 -3.72639 5.20657 -1.33792
C36 -3.80025 3.78898 -1.35554
H76 -3.45595 11.46644 1.45244
H77 -5.06284 12.14964 1.24496
H78 -4.14720 11.28465 -0.05550
H79 -6.68448 10.56866 0.74627
H80 -6.61859 9.01272 1.56830
H81 -5.44348 9.21664 -1.24843
H82 -7.07285 8.72305 -0.85745
H83 -5.90596 6.86268 -1.27828
H84 -4.12524 7.54380 0.94587
H85 -3.74604 7.80313 -0.67819
H86 -4.87189 5.19835 0.47982
H87 -3.15784 5.70324 0.62333
H88 -3.17056 3.34576 -0.58408
H89 -3.43357 3.58022 -2.36055
H90 -4.84889 3.49443 -1.39679
C37 9.82469 -1.39414 0.48838
O13 8.89292 -0.82688 -0.34782
C38 9.16638 0.51324 -0.79970
C39 8.01008 1.15893 -1.45420
N7 7.73497 0.52107 -2.70193
C40 6.44691 0.99723 -3.34797
C41 6.30854 0.42583 -4.79766
O14 4.97311 0.65662 -5.29620
C42 4.46871 2.00818 -5.49266
H91 10.85031 -1.42176 0.12035
H92 9.58716 -2.42446 0.75317
H93 9.79227 -0.77080 1.38196
H94 9.97191 0.52562 -1.53391
H95 9.44374 1.18270 0.01455
H96 8.28362 2.20086 -1.62056
H97 7.12281 1.06710 -0.82776
H98 8.04882 -0.43399 -2.79914
H99 6.36009 2.08201 -3.40971
H100 5.70905 0.82737 -2.56387
H101 6.51929 -0.64355 -4.80782
H102 7.01050 0.84992 -5.51564
H103 3.89100 2.40681 -4.65873
H104 3.94933 1.94241 -6.44870
H105 5.32068 2.68441 -5.56311
C43 3.78432 -0.14250 7.93451
C44 2.95496 -0.68174 6.77330
C45 3.03557 0.15620 5.45338
O15 2.20242 -0.49183 4.39692
C46 2.90822 -0.65266 3.18412
N8 3.52605 -1.98586 6.48406
H106 3.55925 -0.60014 8.89784
H107 3.39371 0.83544 8.21586
H108 4.86668 -0.04499 7.85023
H109 1.91999 -0.86341 7.06299
H110 4.08812 0.15847 5.17014
H111 2.61874 1.15856 5.55148
H112 3.43186 -1.59884 3.04757
H113 3.45149 0.27204 2.98951
H114 2.07829 -0.66207 2.47756
H115 4.50749 -1.83294 6.66707
H116 3.49694 -2.25693 5.51155
C47 1.35808 -5.60712 -1.05112
C48 1.11999 -5.54956 -2.61240
C49 0.70473 -4.22400 -3.14707
O16 0.42393 -4.24834 -4.54977
C50 0.44847 -2.95914 -5.10354
N9 2.32790 -5.94752 -3.39901
H117 0.47581 -5.28553 -0.49769
H118 2.04373 -4.78955 -0.82853
H119 1.77312 -6.53923 -0.66770
H120 0.27213 -6.21121 -2.78975
H121 1.48234 -3.52535 -2.83835
H122 -0.19121 -3.80483 -2.68916
H123 1.45696 -2.54679 -5.07173
H124 -0.14223 -2.25287 -4.52014
H125 0.17580 -2.97745 -6.15873
H126 2.55552 -6.90756 -3.18312
H127 2.15866 -5.84364 -4.38929
C51 0.70228 5.96695 -6.42241
C52 -0.39431 5.38482 -5.50796
C53 -0.02888 3.91098 -5.25738
O17 -0.99798 3.30312 -4.36443
C54 -0.83049 1.87636 -4.14614
N10 -0.33561 6.19228 -4.29739
H128 1.71045 5.83802 -6.02861
H129 0.62362 7.02139 -6.68710
H130 0.65030 5.55210 -7.42904
H131 -1.35641 5.34992 -6.01909
H132 0.99078 3.85660 -4.87601
H133 -0.11074 3.37845 -6.20491
H134 0.22670 1.61701 -4.08977
H135 -1.07325 1.39117 -5.09153
H136 -1.44684 1.61383 -3.28632
H137 -0.85129 5.71349 -3.57286
H138 -0.87801 7.03087 -4.44795
C55 1.03222 4.20195 0.88700
C56 1.22104 2.83432 0.14754
O18 -0.09298 2.41489 0.15180
H139 1.98871 4.63486 1.17993
H140 0.52449 4.01790 1.83380
H141 0.43245 4.93063 0.34164
H142 2.02033 2.40533 0.75187
H143 1.54904 3.04828 -0.86969
H144 -0.36438 2.29540 1.06485

Force components x, y, z for each atom (eV/Å):
C 0.91 0.20 0.23
O -0.95 -0.55 -0.02
C 0.01 1.43 0.51
C 1.82 0.85 0.59
N 0.24 -1.04 -1.62
C 1.21 -1.60 0.72
C -0.01 -0.52 0.68
O -0.77 1.21 1.20
C -1.18 0.01 -0.83
H 0.05 -0.30 0.35
H -0.46 -0.15 -0.13
H -0.26 -0.01 -0.39
H -0.44 0.37 -0.18
H 0.33 -0.82 -0.30
H -0.62 -0.14 -0.19
H -0.21 -0.09 -0.33
H -0.11 0.65 0.22
H -0.24 0.52 0.15
H -0.11 -0.47 -0.59
H -0.32 0.22 0.75
H -0.35 0.08 -0.69
H 0.95 0.38 -0.33
H 0.28 -0.36 0.28
H 0.13 0.25 -0.04
C 1.04 1.42 0.57
O 0.07 0.06 0.26
C -1.36 -0.62 1.13
C 1.87 -0.11 -0.97
N -1.15 0.61 -0.62
C -0.53 0.46 -0.69
C -0.27 0.13 2.22
O 1.32 -0.12 0.44
C -1.50 0.00 -0.61
H -0.57 -0.30 0.13
H -0.21 -0.15 -0.73
H -0.19 -0.82 -0.06
H 0.36 -0.07 -0.07
H -0.58 -0.01 0.12
H -0.16 -0.23 -0.28
H 0.25 -0.16 -0.15
H -0.54 0.17 0.52
H 0.38 0.50 0.12
H 0.79 0.20 -0.58
H 0.34 -0.39 -0.86
H -0.30 -0.26 -0.55
H 0.36 0.38 0.26
H 0.08 -0.69 0.04
H 0.64 0.11 0.47
C -0.68 0.08 -0.08
O -0.48 -0.32 -0.25
C 0.31 -1.95 0.13
C -0.65 0.15 -0.51
N 0.67 1.56 -0.01
C 0.73 -0.05 -1.61
C -1.81 0.50 1.08
O 2.47 -0.02 0.63
C -1.21 0.88 -0.16
H 0.30 -0.30 0.30
H -0.24 0.08 0.00
H 0.26 0.06 -0.34
H 1.00 0.05 -0.48
H -0.46 1.42 -0.26
H -0.13 -0.16 1.16
H 0.07 -0.48 0.31
H -0.01 0.12 -0.31
H -0.30 -0.55 0.32
H 0.30 -0.59 0.46
H -0.40 -0.35 0.27
H -0.06 0.14 -1.12
H 0.23 0.45 0.41
H -0.07 -0.38 0.01
H 0.23 -0.30 -0.03
C -0.46 -0.79 -0.48
O 1.00 -0.40 2.37
C -0.18 1.64 -1.59
C -0.75 -0.56 0.26
N 1.06 1.29 0.59
C 0.39 0.08 -1.63
C -1.74 -1.26 0.13
O 0.79 -0.19 -0.12
C 0.51 0.32 0.85
H -0.22 0.23 -0.52
H 0.13 -0.38 -0.28
H -0.35 0.63 -0.43
H 0.12 -0.39 0.63
H 0.58 -0.12 0.37
H 0.13 0.34 0.23
H 0.03 0.14 -0.41
H -0.90 -0.09 0.18
H -0.07 -0.62 0.63
H -0.50 0.70 -0.37
H -0.60 -0.29 -0.05
H 0.61 0.23 -0.12
H -0.18 -0.56 0.44
H 0.28 -0.01 -0.07
H 0.24 0.23 -0.59
C 0.27 -0.78 1.10
O 0.74 0.18 -0.18
C 0.03 -0.79 0.43
C 0.00 1.56 -1.46
N 0.78 0.91 -0.93
C -2.48 0.01 0.89
C 1.09 -0.08 -0.57
O 0.08 -1.51 1.92
C -0.75 0.03 1.05
H 0.07 -0.06 -0.06
H -0.38 -0.36 -0.77
H -0.48 0.90 0.15
H -0.77 0.14 0.14
H 0.11 0.10 -0.01
H -0.03 -0.54 0.33
H 0.25 -0.26 0.31
H 1.01 0.01 -0.99
H 0.60 0.53 0.26
H -0.72 -0.16 0.79
H 0.18 0.03 0.16
H -0.10 -0.78 -0.44
H 0.25 -0.46 -0.78
H -0.16 0.39 0.07
H 0.01 0.29 -0.84
C 1.57 -0.60 -0.52
O -0.29 0.40 0.35
C 0.64 -1.41 -0.22
C -1.81 0.86 -0.97
N -0.78 0.60 1.58
C 2.12 -1.90 0.61
C 1.18 0.88 -1.25
O -0.74 0.68 1.95
C 0.05 0.95 -1.49
H -0.12 -0.05 0.51
H -0.52 -0.32 0.06
H -0.53 0.35 -0.44
H -0.34 -0.20 -0.64
H -0.01 0.03 0.24
H 0.29 0.61 -0.01
H -0.29 0.76 -0.10
H -0.25 0.35 -0.19
H -0.84 0.38 0.29
H 0.49 -0.15 -0.53
H -0.05 -0.28 -0.17
H 0.24 -0.71 0.03
H -0.19 -0.27 0.06
H 0.37 -0.61 0.13
H -0.09 -0.42 0.69
C 0.69 0.46 1.18
O -1.16 0.77 -1.86
C 0.80 -0.43 0.79
C -0.69 -1.00 -0.58
N -0.65 1.69 -1.97
C 2.02 -1.11 0.31
C -1.40 0.86 1.04
O -0.35 -0.26 0.27
C 1.81 -1.09 0.03
H 0.16 0.25 -0.39
H -0.49 0.09 -0.17
H 0.53 -0.29 0.62
H 0.40 -0.27 0.05
H 0.30 -0.30 0.53
H -0.19 0.24 0.13
H -0.20 0.43 0.59
H -0.72 0.00 -0.02
H 0.95 0.34 -0.10
H -1.06 -0.91 -0.70
H -0.51 -0.12 0.05
H 0.33 0.49 0.37
H -0.44 -0.47 0.01
H -0.27 0.41 0.30
H 0.11 0.20 -0.40
C -1.41 1.55 1.03
C 0.51 -0.35 -1.15
C -1.43 -0.86 0.36
O 1.57 0.20 2.01
C -1.78 0.73 -0.49
N 0.86 -0.64 0.24
H 0.15 -1.00 -0.29
H 0.24 0.63 -0.46
H -0.06 -0.24 -0.54
H -0.08 0.51 0.06
H -0.01 0.21 -0.27
H 0.23 0.16 0.12
H 0.52 0.14 0.39
H 0.63 -0.36 -0.24
H 0.20 -0.12 -0.56
H 0.39 -0.64 -0.01
H -0.55 0.05 -0.20
C 0.24 1.68 -1.42
C 0.08 -1.57 0.16
C -0.39 1.39 0.36
O 0.47 -0.44 0.31
C 0.77 0.30 0.13
N -0.42 0.23 1.46
H -0.35 -0.55 -0.18
H 0.54 -0.12 0.12
H -0.21 -0.04 -0.28
H -0.06 -0.49 -0.28
H 0.44 0.40 -0.66
H -0.33 -0.30 0.52
H 0.40 -0.03 0.02
H -0.57 0.03 -0.09
H -0.39 -0.22 0.20
H 0.02 -0.15 -0.21
H -0.19 -0.15 -0.29
C -0.30 -0.09 -1.18
C 1.50 -0.12 -0.39
C -1.25 -0.15 0.53
O 0.75 0.06 0.24
C 0.47 1.61 -1.43
N -0.65 -0.48 0.38
H -0.13 -0.21 0.19
H -0.43 0.29 0.72
H 0.16 -0.64 -0.03
H -0.26 0.35 0.00
H 0.10 -0.23 0.28
H 0.32 -0.02 -0.29
H 0.22 0.11 0.94
H -0.83 -0.43 0.07
H 0.25 -0.21 -0.20
H -0.06 -0.23 0.37
H 0.12 0.34 -0.11
C 1.21 0.23 0.07
C -0.34 4.22 0.93
O -0.04 -1.93 -1.68
H 0.17 0.35 -0.18
H -0.13 -0.18 0.05
H 0.11 -0.16 -0.19
H -0.27 -1.42 -0.19
H 0.08 -0.44 -0.03
H -0.47 -0.17 0.51

The total energy comes out at -112145.33600 eV. Its total charge is 0. Its largest force on an atom is 0.084 hartree/bohr. The value obtained for the HOMO-LUMO gap is 8.744 eV. As for the structure (SMILES): COC[C@H](C)N.COC[C@H](C)N.COC[C@H](C)N.COCCNCCOC.COCCNCCOC.COCCNCCOC.COCCNCCOC.COCCNCCOC.COCCNCCOC.COCCNCCOC.CCO. Its energy above the lowest of the compared OMol25 structures with the same formula, charge and spin is 0.0 kcal/mol.